1.
C45H39BrCoN6O3 as an isolated structure in a non-equilibrium geometry, computed with ωB97M-V/def2-TZVPD.

Atoms and positions in Å:
Co -0.524 0.058 -0.918
Br -4.802 -0.596 5.148
C -4.007 -0.762 3.450
C -4.797 -1.032 2.341
C -4.224 -1.082 1.086
C -2.852 -0.881 0.914
C -2.075 -0.654 2.050
C -2.641 -0.582 3.308
N -2.208 -0.890 -0.348
C -2.789 -1.342 -1.388
C -2.075 -1.312 -2.653
C -2.656 -1.696 -3.849
C -1.918 -1.626 -5.019
C -0.603 -1.201 -4.945
C -0.087 -0.824 -3.717
N -0.800 -0.865 -2.596
H -5.859 -1.193 2.459
H -4.878 -1.245 0.240
H -1.008 -0.527 1.949
H -2.022 -0.384 4.172
H -3.784 -1.773 -1.349
H -3.691 -2.009 -3.843
H -2.356 -1.896 -5.970
H 0.016 -1.143 -5.828
H 0.934 -0.478 -3.622
O -1.863 1.843 -1.489
C -1.488 2.260 -0.375
N -1.750 3.413 0.252
C -1.053 3.469 1.536
C -0.339 2.085 1.534
O 0.365 1.665 2.423
N -0.696 1.458 0.382
C -0.081 4.635 1.570
C -0.606 5.923 1.654
C 0.229 7.026 1.615
C 1.602 6.855 1.495
C 2.130 5.576 1.421
C 1.293 4.468 1.450
C -2.002 3.413 2.730
C -1.527 3.755 3.992
C -2.353 3.642 5.099
C -3.652 3.174 4.958
C -4.115 2.800 3.706
C -3.290 2.906 2.595
H -2.221 4.197 -0.166
H -1.678 6.060 1.751
H -0.192 8.021 1.676
H 2.258 7.715 1.464
H 3.199 5.433 1.332
H 1.722 3.477 1.381
H -0.508 4.106 4.096
H -1.973 3.913 6.076
H -4.302 3.102 5.820
H -5.120 2.414 3.592
H -3.654 2.596 1.623
C 0.229 -7.575 -0.924
C 1.623 -6.958 -0.951
N 1.608 -5.493 -0.860
C 1.927 -4.727 -2.056
C 0.776 -4.675 -3.058
C 1.347 -4.964 0.359
O 1.099 -5.642 1.341
C 1.438 -3.469 0.536
C 2.317 -2.986 1.501
C 2.357 -1.626 1.758
C 1.515 -0.786 1.050
N 0.660 -1.258 0.142
C 0.618 -2.568 -0.108
H 0.305 -8.654 -1.055
H -0.399 -7.172 -1.720
H -0.244 -7.380 0.036
H 2.146 -7.228 -1.868
H 2.187 -7.334 -0.098
H 2.796 -5.185 -2.532
H 2.207 -3.716 -1.766
H 0.574 -5.663 -3.472
H 1.026 -3.999 -3.878
H -0.141 -4.317 -2.583
H 2.947 -3.682 2.039
H 3.022 -1.208 2.499
H 1.502 0.276 1.235
H -0.109 -2.892 -0.843
C 1.054 0.814 -1.522
C 2.145 1.237 -1.821
C 3.469 1.689 -2.146
C 4.509 1.462 -1.240
C 5.805 1.830 -1.560
C 6.076 2.435 -2.780
C 5.049 2.663 -3.683
C 3.749 2.300 -3.369
H 4.286 0.995 -0.289
H 6.608 1.642 -0.859
H 7.087 2.738 -3.017
H 5.263 3.123 -4.639
H 2.940 2.484 -4.064

Its energy relative to the best compared isomer or geometry (same formula, charge and spin) is 0.0000 eV. The value obtained for the HOMO-LUMO gap is 6.39 eV. As for the charge: +1. As for the total energy: -170046.2414 eV.

2.
A 2-piece molecular cluster, C6H14NS2 overall in a non-equilibrium geometry, computed with ωB97M-V/def2-TZVPD.

Atoms and positions in Å:
C -1.443 -0.099 0.390
C -0.241 -0.891 0.405
C -1.212 1.979 -0.916
C 2.821 -0.906 -0.482
C -1.263 1.337 0.502
C 2.212 0.201 0.309
N -0.961 -0.797 1.681
S -3.055 -0.805 -0.256
S 0.028 -2.464 -0.352
H -0.941 3.097 -0.929
H -2.192 2.049 -1.276
H -0.409 1.501 -1.467
H 2.704 -0.962 -1.514
H 2.446 -1.929 -0.107
H 3.827 -1.036 -0.354
H -2.049 1.956 0.965
H -0.352 1.621 0.872
H 1.727 0.963 -0.115
H 2.306 0.329 1.304
H -0.482 -0.183 2.304
H -1.427 -1.670 1.903
H -2.572 -1.354 -1.390
H 0.527 -1.938 -1.477

Its energy relative to the best compared isomer or geometry (same formula, charge and spin) is 4.6018 eV. The value obtained for the HOMO-LUMO gap (spin up / spin down) is 8.31 / 7.25 eV. As for the charge: +1. As for the total energy: -29597.4618 eV.

3.
A 14-piece molecular cluster, C5H38N2O14 overall in a non-equilibrium geometry, computed with ωB97M-V/def2-TZVPD.

Atoms and positions in Å:
C 1.055 -0.823 0.774
O 1.351 -1.887 -0.057
C -0.512 -0.945 1.068
C -1.507 -0.712 -0.015
C -2.532 -1.757 -0.409
C -2.856 -1.039 -2.795
N -2.221 -1.831 -1.950
N -0.638 -0.057 2.391
H 1.413 0.120 0.243
H 1.582 -0.815 1.731
H 1.725 -2.647 0.224
H -0.775 -1.941 1.629
H -0.841 -0.597 -0.860
H -2.021 0.198 0.115
H -2.239 -2.703 -0.014
H -3.507 -1.584 -0.140
H -3.822 -0.430 -2.458
H -2.427 -0.977 -3.769
H -1.600 0.134 2.461
H -0.187 0.776 2.159
H 1.299 2.798 3.112
H 0.951 1.553 3.788
O 1.604 2.264 3.844
H 1.157 -2.152 -5.297
H 0.659 -0.985 -4.417
O 0.869 -1.262 -5.398
H -3.636 0.657 3.536
H -4.948 1.079 2.792
O -4.140 1.427 3.059
H -4.239 3.080 0.868
H -3.889 2.972 -0.255
O -4.530 2.611 0.190
H 1.278 -0.071 -2.071
H 2.275 1.098 -1.827
O 1.378 0.817 -1.793
H 4.563 0.876 1.559
H 5.893 1.483 1.234
O 5.168 1.071 0.715
H 3.323 0.833 3.646
H 3.774 -0.577 3.774
O 4.145 0.305 3.731
H 1.917 -2.103 -2.441
H 0.415 -1.891 -2.336
O 1.180 -1.641 -2.844
H 4.031 -1.370 -0.847
H 5.231 -0.590 -0.914
O 4.911 -1.392 -1.184
H 0.205 1.485 -0.176
H 0.589 2.976 0.088
O 0.027 2.344 0.390
H -1.824 3.606 2.592
H -3.316 3.541 2.585
O -2.543 3.954 2.268
H -0.730 -5.287 1.734
H -1.394 -4.872 0.442
O -1.482 -4.930 1.246
H -0.055 1.313 -5.500
H 0.184 2.342 -4.647
O 0.261 2.154 -5.576

Its energy relative to the best compared isomer or geometry (same formula, charge and spin) is 10.6487 eV. The value obtained for the HOMO-LUMO gap is 9.98 eV. As for the charge: 0. As for the total energy: -37440.7160 eV.

4.
One molecule with the formula C9H14BIN2O4S in a non-equilibrium geometry, computed with ωB97M-V/def2-TZVPD.

Atoms and positions in Å:
C -2.719 -0.137 -2.144
C -1.460 0.082 -2.979
C -0.139 -0.512 -2.480
I -0.275 -2.573 -1.888
C 0.656 0.278 -1.456
O 0.951 1.598 -1.940
C 1.488 2.254 -0.865
O 2.074 3.281 -0.950
O 1.254 1.548 0.260
C 0.180 0.582 -0.048
N -1.042 1.394 0.055
C -1.272 2.042 1.049
S -1.504 2.944 2.301
B 0.274 -0.546 1.110
O -0.833 -1.352 1.305
N 1.479 -0.674 1.904
C 1.314 0.035 3.193
C 1.744 -2.106 2.152
H -2.728 -1.073 -1.590
H -2.916 0.679 -1.458
H -3.579 -0.168 -2.814
H -1.285 1.159 -3.044
H -1.600 -0.245 -4.006
H 0.516 -0.566 -3.345
H 1.631 -0.208 -1.370
H -1.551 -0.916 1.778
H 1.586 1.082 3.081
H 1.979 -0.428 3.918
H 0.292 -0.051 3.580
H 0.954 -2.585 2.739
H 2.661 -2.175 2.736
H 1.868 -2.642 1.215

The SMILES is CC[C@H](I)[C@H]1OC(=O)O[C@]1(N=C=S)B(O)N(C)C. The value obtained for the HOMO-LUMO gap is 9.37 eV. As for the charge: 0. As for the total energy: -40343.2352 eV.